No. 1
ORCA calculation (ωB97M-V/def2-TZVPD) on a molecular structure, C5H8N3 in a non-equilibrium geometry.

Results
Net charge   +1
LUMO level   -0.1724 hartree
Gap between HOMO and LUMO   9.548 eV
Highest occupied orbital energy   -14.24 eV
Energy   -9774.556 eV

Last column: Löwdin charge in e.
CARTESIAN COORDINATES (ANGSTROEM)
C1 -0.35 0.68 2.67  0.045
C2 0.43 1.32 1.78  0.036
C3 -0.15 -0.67 2.02  -0.039
C4 0.87 -0.36 -2.20  -0.222
C5 0.66 0.12 0.99  -0.171
N1 1.77 -0.45 -1.06  0.166
N2 1.37 -0.19 0.02  0.149
N3 -0.43 0.05 -1.78  0.052
H1 -0.94 0.98 3.52  0.127
H2 0.77 2.33 1.65  0.120
H3 0.45 -1.38 2.59  0.130
H4 -1.03 -1.17 1.62  0.125
H5 1.38 0.33 -2.88  0.145
H6 0.94 -1.36 -2.66  0.144
H7 -0.76 0.89 -2.22  0.097
H8 -1.13 -0.67 -1.86  0.096

No. 2
ORCA calculation (ωB97M-V/def2-TZVPD) on a gas-phase ion, C5H8N3 (charge +1) in a non-equilibrium geometry.

Results
SMILES   C/C(=C\C#N)NC=[NH2+]
Net charge   +1
LUMO level   -0.1680 hartree
Gap between HOMO and LUMO   9.148 eV
Highest occupied orbital energy   -13.72 eV
Energy   -9776.222 eV

Last column: Löwdin charge in e.
CARTESIAN COORDINATES (ANGSTROEM)
C1 -2.60 -0.40 -0.10  -0.213
C2 1.56 -0.89 -0.06  -0.134
C3 -1.40 -0.45 0.66  -0.010
C4 -0.25 0.44 0.64  -0.281
C5 -0.26 1.83 0.21  -0.011
N1 -3.41 -0.54 -0.93  0.190
N2 1.03 -0.12 0.83  0.087
N3 1.06 -1.39 -1.19  0.188
H1 2.67 -0.99 0.07  0.183
H2 -1.18 -1.32 1.37  0.148
H3 0.19 -1.21 -1.78  0.186
H4 0.68 2.07 -0.20  0.076
H5 -0.42 2.44 1.11  0.114
H6 -1.07 2.01 -0.50  0.112
H7 1.57 0.33 1.62  0.215
H8 1.84 -1.80 -1.74  0.149

No. 3
ORCA calculation (ωB97M-V/def2-TZVPD) on a gas-phase ion, C5H8N3O (charge +1) in a non-equilibrium geometry.

Results
SMILES   Cn1cc[n+](N)c1C=O
Net charge   +1
LUMO level (spin up / spin down)   -0.1809 / -0.1809 hartree
Gap between HOMO and LUMO (spin up / spin down)   8.373 / 8.372 eV
Highest occupied orbital energy (spin up / spin down)   -13.30 / -13.30 eV
Energy   -11823.070 eV

Last column: Löwdin charge in e.
CARTESIAN COORDINATES (ANGSTROEM)
C1 1.29 1.14 -0.21  0.000
C2 0.11 1.82 -0.15  -0.012
C3 -0.26 -0.41 0.10  -0.044
C4 -1.09 -1.58 0.28  -0.162
C5 1.92 -1.26 -0.04  0.027
N1 1.01 -0.15 -0.11  -0.130
N2 -0.94 1.04 -0.01  -0.029
N3 -2.25 1.20 -0.06  0.132
O1 -2.28 -1.47 0.09  0.063
H1 2.27 1.53 -0.44  0.162
H2 -0.04 2.83 -0.29  0.129
H3 -0.67 -2.56 0.68  0.160
H4 2.14 -1.49 1.13  0.175
H5 1.44 -2.12 -0.61  0.125
H6 2.84 -0.91 -0.53  0.103
H7 -2.66 2.11 0.26  0.167
H8 -2.82 0.29 -0.07  0.135

No. 4
ORCA calculation (ωB97M-V/def2-TZVPD) on 4 unconnected molecules or ions with the total composition C5H8N4 in a non-equilibrium geometry.

Results
LUMO level   -0.0102 hartree
Gap between HOMO and LUMO   6.983 eV
Highest occupied orbital energy   -7.26 eV
Energy   -11263.149 eV

Last column: Löwdin charge in e.
CARTESIAN COORDINATES (ANGSTROEM)
C1 3.77 0.05 0.13  -0.188
C2 1.40 -0.63 -0.07  -0.260
C3 -0.10 -0.24 -0.11  -0.178
C4 -0.28 1.08 0.21  -0.095
C5 -2.47 -0.82 -0.03  -0.266
H1 4.65 1.20 -0.25  0.140
H2 3.65 -0.40 1.76  0.173
H3 3.73 -1.05 -1.10  0.164
H4 1.91 -1.72 0.27  0.137
H5 0.48 1.84 0.39  0.119
H6 -1.93 2.33 -0.41  0.163
H7 -3.52 -1.44 -0.17  0.163
H8 -0.82 -2.29 -0.26  0.113
N1 2.21 0.32 -0.32  -0.181
N2 -1.60 1.41 0.04  -0.051
N3 -2.63 0.37 -0.05  0.014
N4 -1.13 -1.39 0.19  0.031

No. 5
ORCA calculation (ωB97M-V/def2-TZVPD) on a gas-phase ion, C5H8N4 (charge +2) in a non-equilibrium geometry.

Results
Net charge   +2
LUMO level   -0.3934 hartree
Gap between HOMO and LUMO   8.174 eV
Highest occupied orbital energy   -18.88 eV
Energy   -11253.855 eV

Last column: Löwdin charge in e.
CARTESIAN COORDINATES (ANGSTROEM)
C1 1.75 0.61 0.63  -0.035
C2 0.11 -0.86 -0.56  0.015
C3 -1.83 -0.29 0.46  -0.074
C4 1.53 -1.43 -0.54  0.145
C5 -0.14 0.66 -0.90  -0.163
N1 -1.37 0.87 -0.30  0.048
N2 2.20 -0.60 0.20  0.209
N3 0.90 1.26 -0.05  0.185
N4 -0.84 -1.28 0.17  0.229
H1 2.15 1.11 1.53  0.193
H2 -1.70 0.03 1.56  0.198
H3 -2.75 -0.60 0.20  0.121
H4 1.95 -2.19 -1.08  0.131
H5 0.05 0.83 -1.89  0.153
H6 -2.11 1.71 -0.30  0.254
H7 0.82 2.25 0.20  0.210
H8 -0.72 -2.09 0.68  0.180

No. 6
ORCA calculation (ωB97M-V/def2-TZVPD) on a single C5H8N4O2S molecule in a non-equilibrium geometry.

Results
SMILES   O=S1(=O)NCCN1c1ccn[nH]1
LUMO level   -0.0045 hartree
Gap between HOMO and LUMO   8.007 eV
Highest occupied orbital energy   -8.13 eV
Energy   -26201.701 eV

Last column: Löwdin charge in e.
CARTESIAN COORDINATES (ANGSTROEM)
C1 1.78 -0.86 1.21  -0.025
C2 2.07 -2.21 1.23  -0.226
C3 0.41 -0.80 0.72  -0.350
C4 -1.84 1.48 -0.74  -0.256
C5 -1.45 -0.02 -0.60  -0.225
N1 1.13 -3.04 0.79  0.026
N2 0.15 -2.11 0.36  0.003
N3 -0.69 2.16 -1.22  -0.165
N4 -0.47 0.12 0.39  -0.069
O1 0.64 2.79 0.85  -0.274
O2 1.85 1.54 -0.80  -0.263
S1 0.60 1.81 -0.20  0.739
H1 2.38 0.01 1.47  0.099
H2 2.94 -2.73 1.60  0.100
H3 -2.80 1.55 -1.36  0.149
H4 -2.08 1.80 0.32  0.136
H5 -2.20 -0.66 -0.14  0.133
H6 -1.06 -0.52 -1.45  0.113
H7 -0.72 -2.52 -0.12  0.176
H8 -0.65 2.18 -2.31  0.181

No. 7
ORCA calculation (ωB97M-V/def2-TZVPD) on a single C5H8N4O3 molecule in a non-equilibrium geometry.

Results
SMILES   C[C@H](O)C(=O)Nc1nonc1N
LUMO level   0.0179 hartree
Gap between HOMO and LUMO   9.971 eV
Highest occupied orbital energy   -9.48 eV
Energy   -17414.650 eV

Last column: Löwdin charge in e.
CARTESIAN COORDINATES (ANGSTROEM)
C1 0.54 1.03 -2.42  -0.252
C2 1.10 2.09 -1.59  -0.419
C3 -0.94 -0.72 -1.31  -0.412
C4 -0.01 -1.14 -0.14  -0.264
C5 -0.69 -0.86 1.18  -0.018
N1 1.17 0.87 -3.51  0.148
N2 2.10 2.52 -2.25  0.124
N3 -0.68 0.29 -2.19  0.181
N4 0.69 2.61 -0.46  0.141
O1 2.20 1.79 -3.43  -0.087
O2 -2.01 -1.32 -1.45  0.058
O3 1.29 -0.38 -0.11  -0.027
H1 0.02 -2.12 -0.38  0.112
H2 -1.60 -1.39 1.42  0.094
H3 -0.91 0.22 1.12  0.086
H4 0.11 -0.93 1.88  0.078
H5 -1.34 0.30 -2.90  0.128
H6 1.39 3.18 0.15  0.169
H7 0.20 2.05 0.22  0.077
H8 1.89 -1.04 -0.41  0.081

Number 2 is which compound?
C5H8N3